Entry from the Open Molecules 2025 dataset: one molecule with the formula C4H5NS in a non-equilibrium geometry (wB97M-V/def2-TZVPD).

Last column: Löwdin charge in e.
Cartesian coordinates (Å):
S (0.32, -2.48, 0.73)  0.6991
N (-0.75, 0.76, -1.40)  0.1955
C (1.21, 0.43, 0.27)  -0.0797
C (-0.56, -1.36, -0.04)  -0.6058
C (-1.24, 1.04, -0.29)  -0.0503
C (-0.16, 0.03, -0.20)  -0.5529
H (-1.94, 1.63, 0.23)  0.1144
H (-1.52, -1.63, -0.47)  0.0582
H (1.96, -0.23, -0.15)  0.0675
H (1.27, 0.35, 1.36)  0.0752
H (1.43, 1.45, -0.02)  0.0789

As for the total charge: 0. The value obtained for the electronic energy is -16551.7733 eV. Its SMILES is C[C@@]1(C=S)C=N1. As for the spin multiplicity: 1. For the HOMO energy, the calculation gives -8.76 eV. The calculation puts the relative energy (zero: lowest compared OMol25 entry of this formula, charge and spin) at 52.8 kcal/mol. The gap between HOMO and LUMO comes out at 8.36 eV.

Entry from the Open Molecules 2025 dataset: C31H29N3O4PS3SbTeW as an isolated structure in a non-equilibrium geometry (wB97M-V/def2-TZVPD).

Last column: Löwdin charge in e.
Cartesian coordinates (Å):
W (-2.00, -0.71, -1.05)  0.7357
Te (-4.70, -0.44, -1.37)  0.3165
Sb (0.55, -0.63, 0.86)  1.5505
S (-2.41, -1.03, 1.43)  0.6415
S (-2.73, -3.02, -1.58)  0.4643
S (0.03, -2.14, -1.59)  0.6878
P (-1.73, 1.30, -3.12)  0.6608
O (-1.86, -0.28, -3.13)  -0.6735
O (-0.15, 1.57, -3.38)  -0.3331
O (-0.56, 0.38, -0.45)  -0.7781
O (-2.28, 1.72, -4.63)  -0.3311
N (-2.68, -4.92, 1.90)  0.1330
N (1.52, -4.44, 0.78)  0.1533
N (-2.88, 1.36, 0.48)  -0.0885
C (0.41, -4.14, 0.63)  -0.3186
C (0.55, 0.93, -4.46)  -0.3054
C (0.50, 1.23, 1.93)  -0.2965
C (-2.98, 3.41, 1.67)  -0.0726
C (0.50, 3.64, 1.95)  -0.0895
C (0.69, 2.45, 4.01)  -0.0920
C (5.01, -0.16, -1.14)  -0.0940
C (-2.74, 0.69, 1.62)  -0.7141
C (4.40, 0.95, -0.59)  -0.0890
C (3.10, -1.49, -0.58)  -0.1589
C (2.73, -2.66, 3.97)  -0.0790
C (2.34, -1.89, 2.89)  -0.1179
C (1.79, -3.38, 4.69)  -0.0818
C (0.05, -2.55, 3.26)  -0.1408
C (3.13, 0.84, -0.02)  -0.1003
C (0.63, 1.25, 3.32)  -0.1111
C (4.36, -1.38, -1.13)  -0.0796
C (-1.91, -4.39, 1.22)  -0.3059
C (2.47, -0.38, -0.03)  -0.3299
C (0.45, -3.32, 4.34)  -0.0629
C (-3.25, -0.11, -5.90)  -0.0851
C (-3.50, 1.15, -5.09)  -0.3262
C (1.98, 0.71, -4.01)  -0.0737
C (-0.92, -3.76, 0.42)  -0.4431
C (0.64, 3.65, 3.33)  -0.0996
C (-2.97, 2.68, 0.49)  -0.1411
C (-2.88, 2.71, 2.87)  -0.0743
C (1.00, -1.84, 2.55)  -0.3477
C (-1.25, -2.88, -0.67)  -1.2832
C (-2.76, 1.34, 2.85)  -0.0880
C (0.42, 2.45, 1.25)  -0.1310
H (-4.19, -0.45, -6.36)  0.0712
H (0.50, 1.58, -5.34)  0.1106
H (-0.99, -2.51, 2.98)  0.0364
H (4.84, -2.26, -1.56)  0.1041
H (0.68, 0.32, 3.88)  0.0931
H (2.68, 1.72, 0.41)  0.0861
H (-3.06, 3.16, -0.48)  0.1060
H (-2.64, 0.76, 3.76)  0.1091
H (0.06, -0.02, -4.70)  0.1061
H (6.00, -0.07, -1.58)  0.0975
H (2.11, -4.00, 5.52)  0.0999
H (3.09, -1.34, 2.33)  0.0996
H (2.61, -2.46, -0.58)  0.0548
H (-2.86, -0.90, -5.27)  0.0631
H (-3.04, 4.49, 1.65)  0.0998
H (4.90, 1.91, -0.59)  0.0996
H (-2.88, 3.25, 3.81)  0.1065
H (0.45, 4.58, 1.40)  0.1042
H (2.01, 0.06, -3.13)  0.0590
H (-2.54, 0.09, -6.70)  0.0732
H (-3.98, 1.91, -5.71)  0.1066
H (-0.29, -3.89, 4.90)  0.1084
H (3.78, -2.71, 4.25)  0.1021
H (0.29, 2.46, 0.18)  0.1031
H (2.46, 1.65, -3.75)  0.0747
H (2.56, 0.24, -4.81)  0.0739
H (-4.16, 0.93, -4.24)  0.0492
H (0.69, 4.59, 3.87)  0.0971
H (0.79, 2.44, 5.09)  0.0989

As for the total charge: -1. The value obtained for the electronic energy is -102731.2396 eV. The expectation value of S² is 0.7677. As for the spin multiplicity: 2. For the HOMO energy (spin up / spin down), the calculation gives -4.29 / -4.16 eV. The calculation puts the relative energy (zero: lowest compared OMol25 entry of this formula, charge and spin) at 56.5 kcal/mol. The gap between HOMO and LUMO (spin up / spin down) comes out at 5.50 / 5.27 eV.

Entry from the Open Molecules 2025 dataset: a 3-piece molecular cluster, C17H33INO5 overall in a non-equilibrium geometry (wB97M-V/def2-TZVPD).

Last column: Löwdin charge in e.
Cartesian coordinates (Å):
I (-0.22, 0.23, 2.48)  0.8906
O (-2.96, -1.13, -1.48)  -0.1528
O (-4.58, -3.01, -1.57)  -0.1596
O (-7.40, -2.47, 0.81)  -0.1446
O (2.21, -4.24, 2.64)  -0.1597
O (3.30, 5.00, -1.70)  -0.1859
N (-0.25, 3.84, -0.62)  0.0264
C (5.60, 4.98, -2.59)  -0.0751
C (2.02, -6.54, 1.78)  -0.0787
C (-0.14, -3.64, 2.21)  -0.1043
C (-1.35, 0.79, -0.68)  -0.0594
C (-0.58, 1.42, 0.66)  -0.5164
C (3.82, 6.41, 0.25)  -0.0766
C (-3.81, -2.08, -0.70)  -0.1883
C (-0.92, 3.30, -1.89)  0.0597
C (-1.87, -0.76, -0.53)  -0.2039
C (-1.51, 1.75, -2.00)  0.0750
C (-0.06, 2.99, 0.62)  -0.0147
C (1.30, -3.64, 1.72)  -0.2844
C (-6.03, -2.89, -1.34)  -0.1683
C (-6.54, -3.48, 0.12)  -0.1839
C (3.66, 5.01, -0.32)  -0.2849
C (4.22, 5.62, -2.60)  -0.2745
C (1.97, -5.60, 2.98)  -0.2721
H (0.11, 4.83, -0.60)  0.1533
H (1.87, -7.57, 2.10)  0.0823
H (5.53, 3.92, -2.84)  0.0853
H (2.90, 6.98, 0.13)  0.0797
H (6.07, 5.06, -1.61)  0.0671
H (-5.59, -3.77, 0.75)  0.1235
H (4.06, 6.36, 1.32)  0.0826
H (4.56, 4.41, -0.16)  0.1102
H (-0.22, -3.12, 3.16)  0.0667
H (-6.88, -1.63, 0.98)  0.0893
H (-0.52, -4.65, 2.35)  0.0730
H (-2.37, -0.83, 0.55)  0.1046
H (1.25, -6.30, 1.04)  0.0633
H (-1.01, 4.03, -2.82)  0.1445
H (4.28, 6.69, -2.39)  0.1072
H (1.02, -5.70, 3.51)  0.1052
H (-2.02, 1.33, -2.98)  0.1303
H (-3.15, -2.79, 0.00)  0.1539
H (2.85, 4.50, 0.22)  0.0930
H (-0.95, -1.51, -0.63)  0.1658
H (6.25, 5.48, -3.32)  0.0845
H (-7.24, -4.43, -0.01)  0.1457
H (-6.55, -3.57, -2.16)  0.1504
H (2.99, -6.47, 1.28)  0.0860
H (-6.39, -1.77, -1.40)  0.1377
H (-0.78, -3.14, 1.48)  0.0414
H (-4.56, -1.48, 0.01)  0.1548
H (2.76, -5.89, 3.68)  0.1224
H (1.63, -2.60, 1.58)  0.0958
H (4.62, 6.96, -0.24)  0.0721
H (3.79, 5.52, -3.60)  0.1193
H (0.46, 3.41, 1.61)  0.1372
H (1.39, -4.12, 0.74)  0.1083

As for the total charge: +1. The value obtained for the electronic energy is -37974.4029 eV. As for the spin multiplicity: 1. For the HOMO energy, the calculation gives -11.68 eV. The gap between HOMO and LUMO comes out at 6.59 eV.

Entry from the Open Molecules 2025 dataset: C4H6S as an isolated structure in a non-equilibrium geometry (wB97M-V/def2-TZVPD).

Last column: Löwdin charge in e.
Cartesian coordinates (Å):
S (-0.52, 0.60, -1.56)  0.8512
C (0.14, -1.02, 0.08)  -0.1417
C (-0.18, -1.17, -1.48)  -0.4327
C (0.12, 1.34, 1.16)  -0.1178
C (-0.02, 0.30, 0.15)  -0.6247
H (1.07, 1.73, 1.59)  0.1008
H (0.73, -1.30, -2.13)  0.0782
H (-0.92, -1.86, -1.73)  0.0363
H (-0.56, 2.18, 0.98)  0.0745
H (0.45, -1.65, 0.90)  0.0916
H (-0.31, 0.85, 2.04)  0.0842

As for the total charge: 0. The value obtained for the electronic energy is -15078.7090 eV. As for the spin multiplicity: 1. For the HOMO energy, the calculation gives -8.26 eV. The calculation puts the relative energy (zero: lowest compared OMol25 entry of this formula, charge and spin) at 25.0 kcal/mol. The gap between HOMO and LUMO comes out at 9.23 eV.

Entry from the Open Molecules 2025 dataset: C19H30As3F5MnNSe as an isolated structure (wB97M-V/def2-TZVPD).

Last column: Löwdin charge in e.
Cartesian coordinates (Å):
Se (-0.73, 2.94, -0.20)  1.0226
As (-0.06, 0.66, 2.26)  1.0824
As (5.30, -0.03, 3.55)  1.3801
As (1.86, 0.50, -0.32)  1.1070
Mn (-0.50, 0.85, -0.06)  -0.1267
F (-1.01, 7.43, 2.37)  0.1875
F (-1.97, 5.01, 1.59)  0.1110
F (1.47, 8.19, 1.61)  0.2052
F (3.02, 6.54, 0.12)  0.1711
F (2.07, 4.12, -0.65)  0.0611
N (-1.75, -0.73, -0.01)  0.1112
C (-0.76, 5.40, 1.23)  -0.2402
C (3.76, 2.57, 2.98)  -0.0690
C (1.00, 7.02, 1.24)  -0.1040
C (1.80, 6.18, 0.47)  -0.1301
C (1.30, 4.95, 0.08)  -0.2377
C (-2.66, -1.43, -0.07)  -0.1169
C (-3.80, -2.32, -0.15)  0.0167
C (3.03, 1.51, 0.88)  -0.2829
C (3.42, 0.06, 2.95)  -0.2775
C (2.44, 1.14, -2.05)  -0.2256
C (1.47, 1.69, 2.90)  -0.2919
C (-1.50, 1.44, 3.30)  -0.2213
C (2.43, -1.36, -0.29)  -0.2400
C (0.09, -1.13, 2.98)  -0.2364
C (5.53, -1.59, 4.66)  -0.2237
C (0.02, 4.55, 0.45)  -0.4089
C (6.58, 0.00, 2.12)  -0.2234
C (-0.28, 6.63, 1.63)  -0.1229
C (2.91, 1.42, 2.41)  -0.6412
H (6.38, -0.84, 1.45)  0.0570
H (1.21, 2.72, 2.65)  0.0844
H (3.36, 3.54, 2.68)  0.0994
H (6.56, -1.59, 5.03)  0.0577
H (5.36, -2.48, 4.05)  0.0627
H (2.07, -1.84, -1.20)  0.0524
H (4.05, 1.27, 0.55)  0.0952
H (4.84, -1.55, 5.49)  0.0511
H (2.86, -0.25, 3.83)  0.0818
H (-1.64, 2.48, 3.00)  0.0302
H (3.51, -1.40, -0.29)  0.0467
H (2.02, -1.89, 0.56)  0.0150
H (3.77, 2.55, 4.08)  0.1024
H (-1.26, 1.39, 4.36)  0.0589
H (1.88, 0.62, -2.83)  0.0534
H (-4.52, -1.91, -0.87)  0.1202
H (-4.26, -2.41, 0.83)  0.1162
H (4.79, 2.53, 2.62)  0.0774
H (2.86, 2.55, 0.58)  0.0693
H (3.50, 0.94, -2.18)  0.0601
H (0.20, -1.07, 4.07)  0.0557
H (-3.45, -3.30, -0.49)  0.1198
H (2.25, 2.21, -2.11)  0.0276
H (0.94, -1.67, 2.56)  0.0148
H (-2.42, 0.88, 3.12)  0.0508
H (6.52, 0.94, 1.58)  0.0390
H (7.57, -0.12, 2.55)  0.0578
H (-0.82, -1.67, 2.75)  0.0380
H (3.33, -0.74, 2.21)  0.0646
H (1.44, 1.62, 3.99)  0.1048

As for the total charge: +3. The value obtained for the electronic energy is -314418.6639 eV. The expectation value of S² is 0.7517. As for the spin multiplicity: 2. For the HOMO energy (spin up / spin down), the calculation gives -17.01 / -17.01 eV. The calculation puts the relative energy (zero: lowest compared OMol25 entry of this formula, charge and spin) at 1.7 kcal/mol. The gap between HOMO and LUMO (spin up / spin down) comes out at 6.83 / 6.01 eV.

Entry from the Open Molecules 2025 dataset: a 13-piece molecular cluster, C6H37NO13 overall in a non-equilibrium geometry (wB97M-V/def2-TZVPD).

Last column: Löwdin charge in e.
Cartesian coordinates (Å):
O (3.18, 1.42, -0.51)  -0.0773
O (-2.65, -0.50, 2.54)  -0.0985
O (3.14, -1.76, 2.19)  -0.0582
O (2.08, 1.92, -2.96)  -0.0664
O (0.73, -0.10, -4.13)  -0.0350
O (-3.26, 1.61, 1.18)  -0.0514
O (0.72, -2.08, -1.62)  0.0325
O (-2.54, 3.85, 0.04)  -0.0447
O (-0.75, -0.71, 4.57)  -0.0721
O (4.33, -1.02, -0.57)  -0.0460
O (-4.14, -1.84, 0.45)  -0.0532
O (-2.31, -1.66, -3.03)  -0.0547
O (2.85, 1.43, 2.72)  -0.0410
N (-0.51, -1.04, -0.04)  0.1192
C (0.04, -2.13, -0.61)  -0.5400
C (0.55, 2.58, 0.40)  -0.0976
C (-1.34, 0.90, -1.45)  -0.0260
C (-0.12, -3.44, 0.11)  0.0119
C (0.12, 1.13, 0.67)  -0.1885
C (-0.25, 0.30, -0.56)  -0.3420
H (0.29, -4.25, -0.48)  0.0819
H (1.62, 2.73, 0.45)  0.0422
H (0.64, 0.22, -1.16)  0.1142
H (-3.74, -2.71, 0.47)  0.0260
H (-1.71, -1.99, -2.35)  0.0098
H (3.19, 1.52, 1.83)  0.0147
H (-0.71, 1.20, 1.38)  0.0882
H (0.20, 2.84, -0.60)  0.0526
H (-1.08, -0.33, 3.73)  -0.0059
H (-3.14, -1.64, -2.52)  0.0486
H (-3.86, 2.28, 1.49)  0.0769
H (1.68, 1.20, -3.50)  0.0100
H (-2.07, 4.69, 0.13)  0.0623
H (3.04, 1.44, -1.47)  0.0016
H (3.13, 2.09, 3.36)  0.0425
H (0.21, 3.35, 1.10)  0.0701
H (-3.01, -0.53, 3.43)  0.0618
H (-3.12, 0.21, 2.02)  0.0054
H (-1.51, 0.16, -2.24)  0.0487
H (0.31, -0.42, -4.93)  0.0667
H (1.86, 2.68, -3.50)  0.0524
H (0.38, -0.54, -3.34)  0.0192
H (2.59, -1.16, 1.67)  0.0100
H (-2.31, 0.97, -0.96)  0.0711
H (-1.00, 1.85, -1.86)  0.0710
H (-2.37, 3.58, -0.87)  0.0481
H (0.08, -1.09, 4.25)  0.0328
H (3.71, 0.65, -0.27)  -0.0072
H (0.96, 0.67, 1.18)  0.0847
H (-1.14, -3.74, 0.35)  0.0754
H (4.57, -1.73, 0.03)  0.0494
H (3.90, -1.44, -1.32)  0.0593
H (-3.65, -1.12, 0.87)  -0.0161
H (-2.43, 2.08, 1.03)  0.0202
H (3.54, -1.23, 2.88)  0.0332
H (-1.26, -1.15, 0.63)  0.1203
H (0.42, -3.49, 1.07)  0.0872

As for the total charge: 0. The value obtained for the electronic energy is -34931.3301 eV. As for the spin multiplicity: 1. For the HOMO energy, the calculation gives -9.90 eV. The calculation puts the relative energy (zero: lowest compared OMol25 entry of this formula, charge and spin) at 34.7 kcal/mol. The gap between HOMO and LUMO comes out at 10.09 eV.